(1)
61
Properties=species:S:1:pos:R:3 method="wB97M-V/def2-TZVPD" fmax_ev_per_a=3.283 spin_multiplicity=3 homo_ev="-4.2 / -6.0" mol_weight_g_mol=488.1 homo_lumo_gap_ev="3.336 / 3.922"
P -1.316 1.994 -5.033
P -3.951 0.035 -4.003
C -2.703 1.509 -6.156
C -4.043 1.119 -5.511
H -2.344 0.711 -6.815
H -2.859 2.376 -6.823
H -4.628 2.006 -5.240
H -4.679 0.567 -6.228
C -3.748 -1.531 -4.981
H -3.691 -2.391 -4.299
H -2.853 -1.511 -5.621
H -4.629 -1.620 -5.630
C -5.703 -0.123 -3.552
H -6.242 -0.553 -4.401
H -6.119 0.848 -3.298
H -5.788 -0.798 -2.690
C -0.106 2.491 -6.326
H 0.773 2.947 -5.857
H -0.589 3.236 -6.973
H 0.186 1.628 -6.926
C -2.040 3.681 -4.758
H -3.040 3.631 -4.304
H -2.131 4.141 -5.756
H -1.363 4.294 -4.148
Ni 0.339 0.776 -0.700
C -3.237 -0.482 -1.838
C -2.126 -1.198 -2.326
C -1.277 -0.950 -3.490
C 0.158 -0.192 -3.433
C 0.157 1.214 -2.908
C -0.804 1.926 -2.100
C -2.246 1.770 -2.236
C -3.049 0.921 -1.199
C 1.467 1.365 0.572
H -4.024 -1.087 -1.359
H -1.807 -2.052 -1.729
H -1.780 -0.383 -4.304
H -1.012 -1.945 -3.878
H 0.915 -0.846 -2.956
H 0.505 -0.127 -4.484
H 1.025 1.808 -3.202
H -0.489 2.943 -1.870
H -2.375 1.243 -3.222
H -2.713 2.753 -2.371
H -2.569 0.923 -0.228
H -4.026 1.367 -1.003
H 1.038 1.769 1.492
H 1.758 2.186 -0.110
H 2.299 0.672 0.729
Se -0.287 -0.707 0.953
C 0.913 -1.109 2.317
C 1.984 -1.997 2.072
C 3.041 -2.067 2.974
C 2.991 -1.349 4.176
C 1.878 -0.542 4.468
C 0.818 -0.470 3.571
H 1.971 -2.593 1.163
H 3.909 -2.697 2.732
H 3.825 -1.407 4.876
H 1.842 0.023 5.403
H -0.074 0.099 3.811


(2)
85
Properties=species:S:1:pos:R:3 method="wB97M-V/def2-TZVPD" de_lowest_kj_mol=76.8 fmax_ev_per_a=2.119 homo_ev=-11.5 mol_weight_g_mol=719.8 homo_lumo_gap_ev=7.123 charge=+1
C 3.417 -0.046 0.103
C 2.364 -1.124 0.237
C 1.945 -1.539 1.492
C 0.963 -2.500 1.568
C 0.360 -3.076 0.470
C -0.759 -4.109 0.577
C -1.931 -3.605 1.371
C -1.989 -2.549 2.196
N -3.247 -2.416 2.764
S -3.720 -1.184 3.877
C -2.214 -0.252 4.205
C -1.693 0.651 3.068
O -0.503 0.774 2.928
O -2.556 1.319 2.220
C -2.825 0.450 1.094
C -2.833 1.184 -0.272
C -4.264 1.422 -0.785
O -2.102 2.399 -0.304
C -0.748 2.251 -0.058
O -0.255 2.887 0.840
C 0.170 1.355 -0.903
S -0.358 1.054 -2.621
C -3.969 -3.406 2.255
N -3.224 -4.110 1.441
C 0.806 -2.687 -0.777
C 1.793 -1.729 -0.858
H 2.907 0.915 0.266
H 4.208 -0.133 0.853
H 3.806 -0.046 -0.920
H 2.330 -1.132 2.422
H 0.616 -2.803 2.556
H -1.121 -4.256 -0.450
H -0.364 -5.067 0.935
H -1.240 -1.818 2.457
H -2.440 0.399 5.061
H -1.366 -0.873 4.511
H -3.794 -0.041 1.245
H -2.007 -0.283 1.047
H -2.387 0.481 -0.994
H -4.913 1.872 -0.029
H -4.653 0.428 -1.045
H -4.204 2.029 -1.692
H 0.344 0.426 -0.347
H 1.127 1.881 -0.959
H -0.725 -0.250 -2.590
H -5.015 -3.539 2.496
H -3.545 -4.927 0.920
H 0.386 -3.093 -1.694
H 2.149 -1.423 -1.842
C 1.353 4.200 -3.627
C 0.781 5.275 -4.159
C 1.596 6.409 -4.663
O 1.077 7.390 -5.146
C 3.072 6.293 -4.550
C 3.642 5.216 -4.016
C 2.826 4.085 -3.514
O 3.342 3.099 -3.027
H 0.783 3.361 -3.253
H -0.294 5.376 -4.250
H 3.649 7.129 -4.923
H 4.716 5.114 -3.924
C 7.549 0.374 3.307
C 8.606 1.132 3.584
C 8.575 2.602 3.381
O 9.537 3.292 3.631
C 7.318 3.192 2.858
C 6.261 2.433 2.581
C 6.295 0.966 2.784
O 5.328 0.273 2.533
H 7.552 -0.699 3.447
H 9.531 0.718 3.967
H 7.313 4.266 2.716
H 5.336 2.846 2.198
C -6.457 -4.860 -1.790
C -7.114 -3.875 -2.398
C -6.414 -2.644 -2.845
O -7.007 -1.746 -3.395
C -4.953 -2.556 -2.589
C -4.300 -3.542 -1.981
C -5.002 -4.769 -1.535
O -4.400 -5.673 -0.978
H -6.948 -5.765 -1.456
H -8.177 -3.922 -2.594
H -4.459 -1.652 -2.923
H -3.235 -3.497 -1.785


(3)
51
Properties=species:S:1:pos:R:3 method="wB97M-V/def2-TZVPD" de_lowest_kj_mol=175.6 fmax_ev_per_a=2.688 spin_multiplicity=5 homo_ev="-11.3 / -11.4" mol_weight_g_mol=505.4 homo_lumo_gap_ev="7.181 / 5.464" charge=+1
Co -1.399 -0.206 -1.058
C -3.092 -2.582 -2.591
O -1.862 -1.911 -2.286
C -0.678 -2.580 -2.526
C -0.593 -3.876 -2.998
C 0.659 -4.443 -3.198
C 1.811 -3.727 -2.919
C 1.724 -2.441 -2.413
C 0.482 -1.859 -2.228
N 0.389 -0.585 -1.604
N -0.020 0.421 -2.297
C 0.116 1.757 -2.020
C -1.092 2.364 -1.522
O -2.064 1.575 -1.216
C -1.144 3.768 -1.349
C -0.035 4.509 -1.605
C 1.198 3.921 -2.041
C 2.351 4.694 -2.207
C 3.537 4.116 -2.614
C 3.593 2.748 -2.898
C 2.477 1.961 -2.742
C 1.272 2.526 -2.286
H -3.237 -3.431 -1.924
H -3.095 -2.908 -3.629
H -3.882 -1.853 -2.439
H -1.485 -4.449 -3.204
H 0.728 -5.459 -3.563
H 2.784 -4.174 -3.069
H 2.615 -1.881 -2.159
H -2.062 4.207 -0.987
H -0.075 5.584 -1.474
H 2.293 5.756 -2.006
H 4.425 4.724 -2.718
H 4.520 2.312 -3.246
H 2.516 0.905 -2.980
F 0.292 0.396 7.988
C -0.533 -0.595 7.600
F 0.038 -1.755 7.979
F -1.678 -0.462 8.283
C -0.749 -0.571 6.110
C 0.363 -0.720 5.288
C 0.201 -0.735 3.918
C -1.080 -0.599 3.365
C -2.188 -0.441 4.204
C -2.021 -0.427 5.576
C -1.249 -0.619 1.957
C -1.429 -0.629 0.746
H 1.345 -0.824 5.731
H 1.056 -0.857 3.267
H -3.172 -0.335 3.770
H -2.870 -0.308 6.234


(4)
81
Properties=species:S:1:pos:R:3 method="wB97M-V/def2-TZVPD" de_lowest_kj_mol=25.7 fmax_ev_per_a=2.020 spin_multiplicity=2 homo_ev="-10.9 / -10.9" mol_weight_g_mol=584.6 homo_lumo_gap_ev="7.026 / 7.082" charge=+1
O -1.216 -0.528 -1.518
O -4.072 -4.752 -0.588
C -2.541 0.109 -1.893
C -2.377 1.110 -3.014
H -2.907 0.576 -0.971
H -3.192 -0.729 -2.158
H -1.604 1.858 -2.801
H -3.323 1.642 -3.153
H -2.146 0.624 -3.968
C -0.479 -1.091 -2.684
C -1.296 -2.201 -3.313
H 0.477 -1.450 -2.279
H -0.288 -0.279 -3.398
H -1.432 -3.037 -2.621
H -0.763 -2.579 -4.189
H -2.275 -1.848 -3.653
C -3.622 -5.992 -0.013
C -5.233 -4.841 -1.428
C -2.420 -6.586 -0.731
H -4.437 -6.739 0.001
H -3.349 -5.733 1.020
H -2.662 -6.854 -1.768
H -2.122 -7.500 -0.207
H -1.566 -5.899 -0.736
C -5.125 -5.804 -2.600
H -5.383 -3.815 -1.787
H -6.103 -5.129 -0.811
H -4.261 -5.585 -3.239
H -6.029 -5.704 -3.209
H -5.067 -6.850 -2.273
H -3.716 -2.919 1.295
Ti -0.040 0.330 -0.129
C -3.659 -2.796 2.394
Si -5.338 -2.625 3.235
H -3.127 -3.676 2.785
H -3.031 -1.916 2.608
C -6.518 -1.763 2.051
C -5.234 -1.625 4.829
C -6.016 -4.337 3.638
C -1.160 1.711 0.688
Si -0.685 2.915 2.050
H -1.995 0.995 0.934
H -1.525 2.334 -0.168
C -1.678 2.678 3.622
C -1.078 4.597 1.311
C 1.121 2.959 2.540
H -6.947 -4.274 4.219
H -5.299 -4.925 4.229
H -6.236 -4.904 2.722
H -6.238 -0.709 1.920
H -7.551 -1.793 2.423
H -6.502 -2.241 1.062
H -4.649 -0.704 4.696
H -4.765 -2.204 5.636
H -6.235 -1.331 5.178
H -2.051 4.583 0.805
H -0.316 4.887 0.578
H -1.111 5.368 2.090
H 1.780 3.186 1.693
H 1.464 2.030 3.009
H 1.239 3.771 3.275
H -1.492 3.513 4.313
H -1.394 1.752 4.138
H -2.757 2.645 3.426
Cl 2.262 3.205 -3.153
C 2.941 2.475 -1.764
C 4.200 2.816 -1.266
C 4.672 2.254 -0.079
Cl 6.200 2.753 0.516
C 3.921 1.284 0.663
C 4.267 0.772 1.924
C 3.383 -0.064 2.584
C 2.135 -0.372 2.028
N 1.763 0.122 0.820
C 2.660 0.914 0.122
C 2.163 1.561 -1.042
O 0.861 1.465 -1.298
H 4.798 3.538 -1.809
H 5.211 1.058 2.383
H 3.641 -0.487 3.554
H 1.414 -1.017 2.534